Entry 1:
C29H63N5O20 | wB97M-V/def2-TZVPD

Structure (XYZ):
```
117
Properties=species:S:1:pos:R:3:forces:R:3:mulliken_charge:R:1
C -26.556246 17.876300 -4.183566 -0.97 -0.71 0.53 -0.716
O -25.749805 18.735897 -4.958611 -0.31 0.59 -0.04 -0.364
C -24.590231 18.280101 -5.394326 0.28 0.01 -0.52 0.830
O -24.044248 17.261886 -5.067043 0.08 -0.19 -0.02 -0.557
O -24.142124 19.152203 -6.316322 -0.66 -0.15 0.49 -0.402
C -23.023464 18.775888 -7.096008 0.39 -0.56 -0.11 -0.553
H -26.332096 16.828087 -4.368592 0.27 0.05 0.10 0.302
H -27.606296 18.024008 -4.441076 0.19 0.26 -0.46 0.278
H -26.531346 18.095344 -3.115674 0.63 0.05 -0.03 0.304
H -22.862991 17.696695 -7.133207 -0.29 0.02 0.26 0.004
H -22.117693 19.202466 -6.661127 -0.03 0.28 -0.36 0.488
H -23.276466 19.081639 -8.108649 0.52 0.39 0.05 0.282
C -19.730297 20.837426 -8.976706 0.80 0.78 -0.07 -0.741
O -20.566162 20.007690 -9.749485 -0.92 0.27 0.07 -0.335
C -20.298405 18.710352 -9.889435 1.35 0.96 -1.27 0.785
O -19.534439 18.085139 -9.205250 -0.38 -0.59 0.30 -0.501
O -20.823328 18.368904 -11.068344 -0.26 -0.39 0.80 -0.332
C -20.564460 17.061442 -11.550563 -0.18 -1.48 -0.56 -0.400
H -19.453536 21.690325 -9.602603 -0.19 -0.10 -0.15 0.279
H -18.782727 20.367394 -8.714780 -0.28 -0.33 0.28 0.312
H -20.244501 21.271973 -8.121194 -0.10 -0.47 0.19 0.269
H -21.100037 16.975126 -12.492858 0.22 0.22 -0.11 0.317
H -20.954502 16.231890 -10.953336 -0.20 0.51 0.51 -0.085
H -19.510236 16.812387 -11.686175 0.12 0.63 -0.04 0.407
C -25.595693 15.345658 -7.765430 0.51 0.29 0.79 -0.089
O -26.201201 16.641294 -7.899019 -0.03 0.60 -0.63 -0.384
C -25.649075 17.469602 -8.790187 -0.43 -0.87 0.01 0.813
O -24.588316 17.309744 -9.348694 0.12 -0.01 -0.11 -0.528
O -26.487016 18.446635 -9.048085 -1.11 0.61 0.06 -0.377
C -26.199162 19.212165 -10.213934 2.24 -0.05 -0.47 -0.610
H -24.805915 15.452508 -7.015299 -0.04 -0.35 -0.08 0.194
H -25.155233 14.984565 -8.691068 -0.28 0.05 -0.05 -0.333
H -26.388715 14.701055 -7.399079 0.11 -0.09 -0.09 0.353
H -25.174362 19.590744 -10.126191 -0.19 0.34 0.19 0.218
H -26.858476 20.050950 -10.386375 -0.53 -0.31 0.44 0.322
H -26.081487 18.565773 -11.086273 -0.70 -0.09 -0.01 0.170
C -24.807150 13.636621 -15.657646 -0.44 -0.54 0.63 -0.450
O -23.582774 14.251287 -15.291292 0.57 0.22 0.56 -0.343
C -23.395847 14.853650 -14.092778 0.72 0.46 -1.52 0.752
O -22.356374 15.418748 -13.866340 -0.52 -0.27 0.43 -0.467
O -24.476864 14.795937 -13.349430 -1.28 -0.65 0.74 -0.281
C -24.639331 15.648414 -12.222593 0.54 1.39 -0.08 -0.450
H -25.275421 13.138026 -14.807819 0.09 0.02 0.03 0.045
H -24.549760 12.862897 -16.375245 -0.06 0.23 -0.24 0.322
H -25.531953 14.352786 -16.043717 0.21 0.09 -0.21 0.258
H -25.229786 16.509999 -12.542724 0.01 -0.01 -0.11 0.377
H -23.673731 16.038755 -11.903600 0.04 -0.19 0.14 0.132
H -25.183463 15.226388 -11.381792 0.16 -0.80 -0.29 0.093
C -22.475202 12.311878 -11.287095 0.86 -0.49 2.27 -0.466
O -23.889606 12.147744 -11.281116 -0.09 0.08 -1.23 -0.291
C -24.579951 12.008087 -10.156257 -0.03 0.45 -1.37 0.737
O -24.165775 12.041211 -9.047282 0.33 0.00 1.00 -0.497
O -25.886415 11.929751 -10.443534 -0.18 -0.27 0.84 -0.365
C -26.385633 11.735580 -11.737086 -1.48 0.30 -1.24 -0.350
H -22.034401 12.068046 -12.243784 -0.43 0.17 -0.22 0.285
H -22.053774 11.667913 -10.505991 -0.05 -0.48 -0.39 0.412
H -22.145180 13.249120 -10.834996 -0.35 0.47 -0.79 -0.082
H -26.401973 10.709421 -12.107429 0.64 -0.15 0.37 0.297
H -26.001839 12.390659 -12.520259 0.60 -0.01 0.32 -0.106
H -27.446296 11.999715 -11.686485 0.06 0.01 0.29 0.321
C -17.618219 15.340233 -8.929664 -0.51 -0.66 -0.21 -0.388
N -16.248315 15.036966 -9.330886 -0.07 1.28 1.13 -0.118
C -15.905531 14.050865 -10.158333 -0.04 -2.25 -0.26 0.568
C -14.607751 13.282662 -9.882679 1.12 1.53 -0.20 -1.128
O -16.653530 13.584923 -11.013767 -0.22 0.53 0.23 -0.609
H -17.656568 16.090845 -8.145434 0.33 0.26 -0.24 0.241
H -18.072362 14.450819 -8.481921 -0.01 -0.11 -0.12 0.174
H -18.252105 15.625911 -9.765164 0.14 0.21 -0.04 -0.019
H -15.561417 15.379987 -8.681078 0.17 -0.31 -0.04 0.297
H -14.066237 13.175192 -10.822463 -0.35 -0.58 -0.12 0.323
H -14.778754 12.340212 -9.371886 -0.36 -0.12 -0.31 0.260
H -13.865641 13.817751 -9.275833 -0.41 0.20 0.25 0.366
C -19.545505 11.483847 -5.815572 0.69 -1.19 0.05 -0.895
N -20.438908 11.034643 -4.755267 0.13 1.05 -1.18 -0.090
C -21.561567 11.689704 -4.396900 -1.92 0.23 1.67 0.182
C -22.063055 12.903346 -5.177031 1.48 -0.52 -0.27 -0.252
O -22.134564 11.387804 -3.353748 0.00 -0.33 -0.22 -0.686
H -19.388280 12.557183 -5.880952 -0.39 0.06 0.16 0.188
H -19.816805 11.070135 -6.788169 -0.23 0.30 -0.11 0.361
H -18.566923 11.050433 -5.595985 0.04 0.11 0.01 0.404
H -20.201351 10.244608 -4.183923 0.09 0.05 0.14 0.242
H -21.822059 12.750609 -6.230127 0.13 0.64 -0.04 -0.083
H -21.470024 13.676495 -4.676384 0.13 0.42 -0.68 0.237
H -23.092818 13.229746 -5.084387 -0.19 -0.79 0.44 0.401
C -19.423976 13.149056 -13.529356 1.20 -0.20 -0.34 -0.979
N -19.372224 12.514280 -12.229903 -0.15 0.71 0.69 0.372
C -19.470199 11.204663 -11.883712 0.73 0.00 -0.53 0.710
C -19.219122 10.969974 -10.395390 -0.50 0.30 -0.26 -0.875
O -19.652490 10.319469 -12.702811 -0.46 -0.10 0.21 -0.721
H -20.064841 12.663747 -14.258936 -0.39 0.01 0.33 0.361
H -18.422068 13.153768 -13.977807 0.01 -0.20 -0.05 0.321
H -19.636102 14.206884 -13.384814 -0.58 -0.11 -0.09 0.224
H -18.882225 13.088737 -11.557954 -0.10 -0.07 0.12 -0.160
H -20.000606 10.353739 -9.952378 0.05 -0.24 -0.23 0.381
H -19.270282 11.925235 -9.872325 0.31 -0.07 0.15 0.019
H -18.253862 10.482432 -10.278230 0.02 0.04 0.09 0.425
C -15.605498 18.544201 -3.965334 0.91 -0.24 -0.62 -0.855
N -16.930272 18.610771 -4.544335 -0.28 1.80 1.08 -0.209
C -17.632472 17.608691 -5.073179 -0.11 -2.27 -0.39 0.433
C -18.956153 17.839945 -5.746661 -0.24 1.84 -0.33 0.088
O -17.225656 16.445662 -5.083191 0.34 0.46 0.31 -0.680
H -15.343142 19.218841 -3.147557 -1.02 0.35 -0.01 0.309
H -14.937732 18.845489 -4.779883 0.51 -0.57 0.26 0.304
H -15.377817 17.562779 -3.557639 -0.09 -0.21 -0.55 0.285
H -17.268619 19.552237 -4.663094 -0.28 -0.16 -0.06 0.232
H -19.809988 18.072118 -5.105770 0.18 -0.62 0.46 0.520
H -19.137768 16.998243 -6.391673 -0.11 -0.13 0.16 -0.538
H -18.955369 18.746873 -6.367535 0.37 -0.15 -0.21 0.069
C -20.970859 15.657056 -7.333786 -0.34 -1.10 0.98 -0.322
C -21.648236 14.813540 -8.377949 0.97 -0.61 0.04 -0.682
N -22.555232 15.387634 -9.169234 -1.55 0.16 -1.10 2.654
O -21.343750 13.636939 -8.567660 0.03 0.41 0.46 -0.396
H -21.649492 15.928838 -6.517819 -0.40 0.50 -0.46 0.402
H -20.443111 16.516934 -7.734187 0.00 -0.11 -0.05 -0.288
H -20.370440 14.931995 -6.779391 0.78 0.36 -0.40 0.516
H -23.172181 14.725595 -9.622307 0.36 -0.07 -0.19 -0.741
H -22.985015 16.301725 -9.148595 0.40 0.09 0.68 -0.658
```
Forces are in eV/Å.

As for the HOMO energy: -8.757 eV. The calculation puts the LUMO energy at 0.23 eV. The electronic energy comes out at -79495.61830 eV. Its SMILES is COC(=O)OC.COC(=O)OC.COC(=O)OC.COC(=O)OC.COC(=O)OC.CNC(C)=O.CNC(C)=O.CNC(C)=O.CNC(C)=O.CC(N)=O.


Entry 2:
C42H56FN8P | wB97M-V/def2-TZVPD

Structure (XYZ):
```
108
Properties=species:S:1:pos:R:3:forces:R:3:mulliken_charge:R:1
C 0.212483 0.395763 -1.594760 -0.06 1.37 0.40 -0.635
C -0.616677 1.763131 -1.743674 -1.24 2.59 -0.78 0.782
C -0.030614 2.859644 -2.699901 -2.74 0.97 1.34 -0.875
C -0.715825 4.234977 -2.944357 -1.98 -2.42 2.78 -0.516
C -2.015326 4.534696 -2.162577 1.55 -3.41 0.38 -0.670
C -2.592734 3.451672 -1.222701 1.93 -0.89 -1.02 -0.257
C -1.965985 2.043438 -0.981896 1.89 2.51 -2.49 0.661
C -2.630716 0.936155 -0.025909 1.55 0.38 -0.36 -0.695
P -4.430628 0.476882 -0.561858 1.00 1.01 -0.39 0.736
C -5.214157 1.496367 -1.944920 -0.99 1.40 -0.78 -0.898
C -6.729927 1.098557 -2.310879 0.31 -0.22 -0.58 -0.742
C -6.959371 -0.447079 -2.687603 -0.99 0.78 -0.43 -0.157
N -8.467660 -0.665371 -2.711136 0.82 1.03 0.57 -0.696
C -3.685424 -0.819080 -1.776715 1.04 -4.25 -2.27 0.254
C -3.956145 -2.312189 -1.498714 1.10 -0.66 -1.48 -0.347
C -3.438191 -3.514940 -2.351368 1.23 5.43 -1.46 -0.950
C -2.550343 -3.019880 -3.558802 -2.15 1.69 3.22 -0.021
C -2.360422 -1.496438 -3.664844 -0.29 -1.54 0.14 -0.449
N -2.876555 -0.434334 -2.882687 -0.84 -4.14 0.84 -0.206
C -5.045805 1.634669 0.830231 -0.34 0.60 2.63 0.065
C -5.118487 0.766089 2.207257 -1.02 -0.17 -1.07 -1.092
F -6.388106 2.150016 0.627806 1.26 -0.56 0.09 -0.419
H 1.154921 0.489784 -2.237869 -1.38 -0.25 0.86 0.393
H 0.555361 0.327971 -0.491593 -0.59 -0.21 -1.73 0.019
H -0.385014 -0.522173 -1.908750 0.77 1.28 0.51 0.024
H 0.946413 2.672008 -3.267006 -1.62 0.08 1.02 0.244
H -0.325493 5.036181 -3.660296 -0.40 -1.53 1.17 0.313
H -2.590345 5.520928 -2.277290 1.09 -1.72 0.18 0.319
H -3.576951 3.665806 -0.666335 1.79 -0.18 -1.02 0.165
H -1.986604 -0.018575 -0.076896 -1.00 1.51 -0.01 0.085
H -2.586579 1.301768 1.053784 -0.22 -0.43 -1.44 0.697
H -5.088190 -0.611939 0.142324 0.20 0.35 -0.57 -0.254
H -5.238695 2.600980 -1.600755 0.07 -1.85 -0.39 0.283
H -4.625667 1.502759 -2.929649 -0.47 -0.42 1.69 0.664
H -7.502696 1.406675 -1.524515 1.40 -0.49 -0.80 0.355
H -6.999471 1.704242 -3.261385 0.41 -0.92 1.48 0.314
H -6.610696 -0.630780 -3.769656 -0.11 0.05 1.86 0.219
H -6.522630 -1.194644 -1.946858 -0.34 1.08 -1.12 0.199
H -8.766782 -0.596964 -1.717415 0.12 -0.14 -0.89 0.281
H -8.829591 0.219217 -3.129133 0.04 -1.02 0.28 0.302
H -4.590481 -2.566512 -0.572693 1.04 0.42 -1.58 0.180
H -3.641609 -4.608431 -2.122130 0.17 1.70 -0.34 0.456
H -2.089330 -3.772182 -4.294204 -0.71 1.50 1.23 0.297
H -1.676897 -1.164323 -4.535116 -1.25 -0.42 1.55 0.274
H -4.373187 2.560383 1.006262 -1.15 -1.39 -0.44 0.351
H -4.220948 0.066801 2.334098 -1.09 1.25 0.00 0.262
H -5.346546 1.412428 3.116862 0.62 -0.86 -1.22 0.355
H -6.032310 0.069213 2.057232 1.40 1.06 0.30 0.330
C 0.642025 -5.139719 0.641881 0.06 0.24 0.04 -0.638
C -0.002267 -6.296764 0.139307 -0.16 -0.16 -0.13 -0.585
C -1.116131 -5.878740 -0.547874 -0.04 0.04 0.02 -0.374
N -1.170165 -4.512732 -0.474545 0.14 -0.03 0.10 0.133
C -0.099592 -4.053501 0.244227 -0.04 0.00 0.02 -0.364
H 1.548363 -5.104778 1.228329 -0.08 0.01 -0.06 0.400
H 0.313833 -7.321856 0.265441 -0.04 0.10 -0.02 0.387
H -1.873446 -6.434677 -1.080243 0.09 0.01 0.06 0.311
H -1.887935 -3.933635 -0.887437 0.29 -0.08 0.12 0.298
H 0.041372 -2.996207 0.411784 0.01 -0.10 0.01 0.423
C -1.742224 -6.241923 -8.452919 -0.22 0.12 -0.09 -0.385
C -0.618563 -6.234113 -7.589795 0.15 0.10 0.19 -0.447
C -0.610278 -5.024550 -6.939639 0.08 0.00 0.05 -0.409
N -1.685359 -4.299733 -7.382108 -0.02 -0.06 0.03 0.031
C -2.383605 -5.037009 -8.300863 -0.05 0.00 -0.07 -0.512
H -2.048648 -7.041071 -9.111545 0.02 0.09 0.06 0.383
H 0.103855 -7.026112 -7.458259 -0.07 0.09 0.00 0.403
H 0.066461 -4.617381 -6.203337 -0.03 -0.06 -0.09 0.388
H -1.925253 -3.369928 -7.078325 0.03 -0.17 -0.08 0.199
H -3.273136 -4.641029 -8.766816 0.09 -0.06 0.03 0.364
C 2.532953 0.811992 3.396763 -0.25 0.08 -0.03 -0.334
C 3.911884 0.623710 3.130403 0.18 0.05 -0.12 0.397
C 4.137217 1.022707 1.836050 0.14 0.00 -0.12 -1.201
N 2.945118 1.440779 1.308787 0.01 -0.04 0.18 0.209
C 1.962302 1.320558 2.255907 -0.12 -0.05 -0.06 -1.099
H 2.015305 0.600371 4.321074 0.01 0.04 -0.09 0.453
H 4.657902 0.239335 3.810853 -0.01 0.03 -0.12 0.219
H 5.041003 1.044188 1.245546 -0.05 0.00 0.10 0.410
H 2.811483 1.784212 0.370947 0.01 -0.03 0.17 0.211
H 0.944383 1.605528 2.035723 0.09 0.00 0.05 0.706
C 6.071165 -2.954596 7.316150 -0.21 -0.12 -0.10 -0.491
C 6.806007 -1.779122 7.609407 0.06 0.25 -0.01 -0.440
C 6.141902 -0.726005 7.029597 0.07 0.07 -0.03 -0.467
N 5.035619 -1.223243 6.393150 0.02 -0.04 0.04 0.034
C 4.982177 -2.580327 6.567439 -0.02 -0.06 -0.04 -0.380
H 6.311539 -3.962647 7.620157 -0.04 0.10 -0.03 0.381
H 7.719302 -1.710934 8.181930 -0.10 0.01 -0.05 0.397
H 6.360873 0.331146 7.013863 -0.01 -0.10 0.04 0.394
H 4.365342 -0.675666 5.877936 0.08 -0.11 0.13 0.219
H 4.176973 -3.161006 6.143541 0.10 0.03 0.05 0.368
C 7.958472 3.644293 2.009214 -0.21 0.02 0.15 -0.427
C 8.925496 2.849734 1.344300 0.12 -0.23 -0.08 -0.407
C 8.875247 1.594338 1.899206 0.06 -0.03 -0.03 -0.582
N 7.916807 1.603102 2.877578 -0.04 0.06 -0.09 0.061
C 7.349446 2.847235 2.947527 -0.06 0.04 0.09 -0.471
H 7.732277 4.683601 1.821280 0.03 -0.09 0.04 0.409
H 9.584761 3.161608 0.547633 -0.06 -0.05 0.08 0.399
H 9.437859 0.698549 1.683959 -0.03 0.11 0.01 0.388
H 7.667545 0.816284 3.455271 0.05 0.14 -0.09 0.205
H 6.564337 3.057733 3.658186 0.06 0.01 -0.08 0.424
C 1.738410 6.393032 4.041568 0.08 0.25 -0.04 -0.622
C 1.852148 4.989456 3.881615 0.10 -0.20 -0.09 -0.289
C 2.889281 4.759406 3.011262 0.03 -0.13 -0.06 -0.364
N 3.402869 5.972206 2.636362 -0.05 0.00 0.09 0.025
C 2.710517 6.973429 3.263994 -0.03 0.09 -0.01 -0.480
H 1.025316 6.920119 4.658179 0.08 -0.04 -0.06 0.389
H 1.243134 4.231355 4.351750 0.08 0.05 -0.06 0.435
H 3.304495 3.839602 2.626286 -0.06 0.04 0.07 0.348
H 4.170734 6.106742 1.998980 -0.14 -0.04 0.13 0.191
H 2.967729 8.009287 3.102350 -0.06 -0.09 0.03 0.378
```
Forces are in eV/Å.

As for the HOMO energy: -8.194 eV. The calculation puts the LUMO energy at -0.38 eV. The electronic energy comes out at -68378.06428 eV. Its SMILES is Cc1ccccc1C[PH](CCCN)(c1ccccn1)[C@H](C)F.c1cc[nH]c1.c1cc[nH]c1.c1cc[nH]c1.c1cc[nH]c1.c1cc[nH]c1.c1cc[nH]c1.